[1]
8
Properties=species:S:1:pos:R:3:forces:R:3:lowdin_charge:R:1 method="wB97M-V/def2-TZVPD" e_above_lowest_kj_mol=313.1 e_tot_ha=-742.7173 spin_multiplicity=1
Cl 2.290797 0.562187 -0.006488 -0.42 -0.12 -0.08 0.6934
O 0.571561 -1.842862 -0.000362 0.78 -0.28 0.01 0.0850
O -1.590128 0.767821 -0.018944 -0.66 0.46 0.03 -0.0944
N -0.422142 0.301981 -0.050743 0.25 -1.24 0.03 -0.3083
C 0.652993 1.035782 -0.005140 -0.61 2.14 0.81 -0.5159
C -0.414886 -1.212325 -0.052347 -2.03 -1.13 -0.14 -0.1913
H -1.506051 -1.757099 -0.075194 2.13 2.15 0.01 0.1956
H 0.417857 2.144516 0.209221 0.55 -1.97 -0.66 0.1358


[2]
7
Properties=species:S:1:pos:R:3:forces:R:3:lowdin_charge:R:1 method="wB97M-V/def2-TZVPD" e_above_lowest_kj_mol=87.2 e_tot_ha=-687.6946 spin_multiplicity=1 charge=+1
Cl -2.290410 -0.233868 1.509926 -1.89 -0.49 -0.53 1.2184
O 0.102448 0.479014 2.369717 -0.41 0.03 0.29 0.3482
O -0.197683 -0.020436 -0.832546 -1.66 0.49 1.76 -0.0508
C 0.800599 -0.037710 -1.461693 2.50 -3.62 -1.10 -0.1258
C -0.939844 0.193964 2.067746 2.34 0.45 -0.01 -0.6138
H 0.965371 0.624660 -2.296604 0.42 0.71 -0.31 0.0810
H 1.559519 -1.005624 -1.356546 -1.30 2.44 -0.11 0.1428


[3]
10
Properties=species:S:1:pos:R:3:forces:R:3:lowdin_charge:R:1 method="wB97M-V/def2-TZVPD" e_above_lowest_kj_mol=0.0 e_tot_ha=-1502.8867 spin_multiplicity=1
Cl -2.852882 0.778348 -1.935877 -1.35 -0.31 -1.74 0.2137
S -1.368537 -1.830439 -0.157630 0.82 -0.33 0.13 0.6492
P -1.870678 0.775218 -0.228003 0.53 0.83 1.66 0.2573
O 2.439837 1.713479 -0.912791 0.02 0.90 -0.36 0.2196
O 1.518833 0.600037 0.852467 -0.61 -0.91 2.53 0.1576
O -0.519026 1.209743 -0.608412 0.19 0.16 0.01 -0.5666
C -0.083210 -1.550392 0.784059 0.08 -1.91 -1.66 -0.4885
C 1.919337 1.230198 -0.005869 1.21 0.08 -1.94 -0.4664
H 0.877679 -2.078028 0.672433 -0.63 -0.10 -0.03 0.0450
H -0.061355 -0.848164 1.539622 -0.26 1.58 1.41 -0.0207


[4]
10
Properties=species:S:1:pos:R:3:forces:R:3:lowdin_charge:R:1 method="wB97M-V/def2-TZVPD" e_above_lowest_kj_mol=194.6 e_tot_ha=-1179.9398 spin_multiplicity=1 charge=-2
Cl 0.877089 -2.224053 -0.092490 -0.13 -1.70 -0.14 0.3639
P 1.663740 0.602145 0.021564 -0.36 0.79 0.02 0.1858
O 0.335260 1.647610 -0.103584 0.87 -0.52 -0.15 -0.2474
O -1.839471 1.051222 -0.046664 -1.51 0.11 1.22 -0.1565
O 2.655222 1.245499 0.934528 -0.14 0.01 1.46 -0.4492
O 2.293632 0.310298 -1.302942 -0.75 -0.69 -0.74 -0.4410
C -0.707427 0.761542 -0.429596 0.22 -0.47 -1.67 -0.6570
C 0.386785 -0.680927 0.527701 0.35 2.89 0.73 -0.7551
H -0.710925 0.458348 -1.545320 0.93 -0.25 1.12 0.1146
H 0.101658 -0.684529 1.651868 0.50 -0.17 -1.86 0.0420


[5]
7
Properties=species:S:1:pos:R:3:forces:R:3:lowdin_charge:R:1 method="wB97M-V/def2-TZVPD" smiles=POC#CCl e_above_lowest_kj_mol=215.7 e_tot_ha=-954.0653 spin_multiplicity=1
Cl -3.771566 0.071507 -0.076777 -0.46 0.08 0.13 0.6590
P 1.826369 -0.692775 0.015039 -1.58 0.20 0.12 0.8749
O 0.335410 0.188098 -0.062596 0.00 0.16 -0.19 -0.4270
C -2.151406 0.180941 0.152647 1.89 -0.73 -0.68 -0.6233
C -0.957705 0.004617 -0.034288 -0.24 0.29 0.67 -0.2739
H 2.320741 0.167397 1.012678 0.22 -0.04 0.13 -0.1029
H 2.398160 0.080214 -1.006701 0.17 0.04 -0.18 -0.1067


[6]
9
Properties=species:S:1:pos:R:3:forces:R:3:mulliken_spin:R:1 method="wB97M-V/def2-TZVPD" e_above_lowest_kj_mol=0.0 e_tot_ha=-1808.5544 s2=6.02 spin_multiplicity=5 charge=+3
Co -0.398025 2.003436 1.526694 -0.10 1.56 1.18 2.8650
F 1.198235 -0.121282 0.920035 0.46 2.14 0.28 -0.0255
F -0.019596 -2.098563 0.225977 0.84 2.30 -0.50 0.0013
O 1.319083 1.300106 0.521540 0.33 -1.96 0.60 0.8817
O -0.791563 1.158835 -0.172147 -1.34 -1.90 -0.16 0.2414
C 0.249998 -0.931559 -0.269702 -0.46 -4.77 -0.25 0.0218
C -0.919587 -0.047738 -0.476970 0.69 3.00 -0.98 -0.0039
H -1.659833 -0.364850 -1.226627 -0.70 -0.29 0.09 0.0207
H 1.021288 -0.898384 -1.048801 0.27 -0.07 -0.25 -0.0026


[7]
9
Properties=species:S:1:pos:R:3:forces:R:3:mulliken_spin:R:1 method="wB97M-V/def2-TZVPD" e_above_lowest_kj_mol=0.0 e_tot_ha=-1975.4073 s2=2.00 spin_multiplicity=3 charge=+1
Cu 2.802136 0.555362 0.564458 1.06 0.60 0.12 1.9134
F -2.277967 0.462415 0.165426 1.55 -0.06 -1.18 0.0009
O 1.158996 -0.119771 0.335111 -0.28 -0.76 1.01 0.0219
O -1.163426 -1.405669 0.113430 0.04 0.98 -0.03 -0.0013
C 0.172570 0.472611 -0.363990 -4.50 3.96 -2.04 0.0665
C -1.144629 -0.208921 -0.125713 -0.84 -4.01 1.18 -0.0080
Li 0.567479 -1.884759 0.887839 -0.31 -0.02 -0.22 -0.0219
H -0.512457 1.450762 -0.149217 3.49 -0.07 0.90 0.0104
H 0.397296 0.677974 -1.427343 -0.22 -0.63 0.25 0.0182


[8]
9
Properties=species:S:1:pos:R:3:forces:R:3:mulliken_spin:R:1 method="wB97M-V/def2-TZVPD" e_tot_ha=-1112.6135 s2=20.01 spin_multiplicity=9 charge=+2
Eu -0.601369 -1.800775 4.267469 -0.04 0.11 -0.81 7.0140
F -1.409595 1.507928 -2.715621 0.28 0.67 0.46 0.0019
O -0.232096 -1.341952 1.906345 -0.29 -0.22 1.05 0.1519
O -0.872934 1.040625 -0.636983 0.63 1.30 -1.18 0.0148
O 1.179860 -1.300141 0.206261 -0.01 -0.16 0.17 0.1137
C -0.566721 1.549451 -1.691978 -0.50 -2.75 0.50 0.0022
C 0.361738 -0.758685 1.024320 0.44 0.18 -0.18 0.7219
H 0.456936 1.765024 -2.034881 -0.35 0.75 0.19 -0.0001
H 1.684179 -0.661476 -0.324931 -0.17 0.13 -0.21 -0.0204


[9]
9
Properties=species:S:1:pos:R:3:forces:R:3:lowdin_charge:R:1 method="wB97M-V/def2-TZVPD" e_above_lowest_kj_mol=126.4 e_tot_ha=-947.7080 spin_multiplicity=1
I 2.293483 1.174494 0.288118 -0.19 -0.22 -0.13 0.8135
I -2.531501 -0.555911 0.345535 -0.11 0.13 -0.05 0.9277
F -0.998645 0.897765 -1.642684 -0.21 0.06 -0.16 -0.0047
F -0.888748 1.840744 0.285319 -0.19 0.20 0.23 -0.0156
O 0.465145 -1.049140 1.032839 0.30 -0.42 0.44 -0.1990
C 0.755358 -0.285122 -0.042900 -3.38 2.01 -0.34 -0.7537
C -0.939938 0.674304 -0.328547 3.60 -1.89 0.17 -0.9463
H 0.914635 -0.801757 -0.985028 0.13 -0.02 0.00 0.0650
H 0.930211 -1.895378 1.047344 0.06 0.15 -0.16 0.1132


[10]
9
Properties=species:S:1:pos:R:3:forces:R:3:mulliken_spin:R:1 method="wB97M-V/def2-TZVPD" e_above_lowest_kj_mol=444.1 e_tot_ha=-530.7569 s2=0.76 spin_multiplicity=2 charge=+3
Tl 2.366863 0.838307 0.150075 1.61 6.56 -1.29 -0.0481
F -1.217836 -1.343482 -0.754088 0.70 1.57 -1.57 0.0738
F 2.782530 -0.848649 0.692627 1.89 -4.93 1.61 -0.0184
O 0.465721 0.323761 -0.040148 -1.32 0.82 2.15 0.2536
C -0.838673 0.749779 0.212360 6.22 0.92 -4.04 0.3458
C -1.370796 -0.048022 -0.794432 -8.22 -2.27 5.05 0.3487
Li 1.282086 -1.813156 0.754270 -0.34 -1.63 0.36 -0.0001
H -2.453995 0.311301 -0.414133 -0.10 -1.13 -3.51 0.0291
H -1.015901 1.830160 0.193469 -0.44 0.08 1.24 0.0156


[11]
8
Properties=species:S:1:pos:R:3:forces:R:3:lowdin_charge:R:1 method="wB97M-V/def2-TZVPD" smiles="[H]/N=C(F)/C(F)=N/[H]" e_above_lowest_kj_mol=111.5 e_tot_ha=-386.5807 spin_multiplicity=1
F -1.523416 0.673162 1.119546 0.45 -0.13 -0.36 0.0848
F 0.918140 1.046008 -1.331427 -0.10 0.34 0.55 0.1105
N 0.738395 0.426407 1.439981 0.54 0.05 -0.10 0.2208
N -0.883397 -0.555817 -1.516450 3.66 5.86 5.15 0.1447
C -0.246658 0.533420 0.697727 -0.48 0.19 1.14 -0.4104
C -0.098091 0.447132 -0.752056 -4.17 -6.63 -6.20 -0.2556
H 0.580660 0.424662 2.442366 -0.32 0.09 -0.04 0.0874
H -0.551720 -0.542843 -2.477199 0.43 0.24 -0.13 0.0178


[12]
8
Properties=species:S:1:pos:R:3:forces:R:3:lowdin_charge:R:1 method="wB97M-V/def2-TZVPD" e_above_lowest_kj_mol=678.4 e_tot_ha=-427.3658 spin_multiplicity=1
F 1.395166 0.279949 -0.769087 -0.35 -0.32 0.21 0.1227
F -1.445141 -0.484568 1.245236 0.69 0.18 -0.32 0.1565
O -2.123841 1.598902 -0.941695 1.58 -1.48 1.74 -0.1824
O 1.391689 -1.293104 0.848208 -0.27 -0.27 -0.10 0.1366
C 0.702950 -0.372644 0.166399 0.86 0.45 -0.15 -0.3978
C -0.507350 0.011646 0.512584 -2.67 1.33 -1.01 0.0845
H -1.760899 1.437664 -1.817440 0.25 -0.14 -0.29 -0.0595
H 2.347426 -1.177846 0.755796 -0.09 0.26 -0.07 0.1395